Density functional theory data (the ωB97M-V functional and the def2-TZVPD basis) for a 15-piece molecular cluster, C3H37N2O15S overall in a non-equilibrium geometry.

Values from the calculation:
- charge = +1
- HOMO (eV) = -11.95
- M (g mol⁻¹) = 373.40
- HOMO-LUMO gap (eV) = 9.51

Last columns: bonded neighbours and bond lengths (Å).
Positions of all 58 atoms, in Å:
1 N 0.1938 0.2426 1.8491  C2 1.483, H8 1.034, H9 1.012, H10 1.031
2 C -0.1283 0.9262 0.5729  N1 1.483, C3 1.531, C5 1.509, H11 1.112
3 C -0.4343 2.4055 0.8197  C2 1.531, S4 1.856, H12 1.102, H13 1.087
4 S 1.0376 3.2924 1.5220  C3 1.856, H14 1.339
5 C -1.2613 0.2381 -0.1475  C2 1.509, N6 1.347, O7 1.228
6 N -1.5563 0.6464 -1.3968  C5 1.347, H15 1.009, H16 1.001
7 O -1.9121 -0.6414 0.4091  C5 1.228
8 H 0.1080 -0.7540 1.5882  N1 1.034
9 H 1.0943 0.3420 2.3004  N1 1.012
10 H -0.5396 0.4540 2.5423  N1 1.031
11 H 0.7863 0.8918 -0.0582  C2 1.112
12 H -0.4824 2.8358 -0.1931  C3 1.102
13 H -1.2942 2.5035 1.4767  C3 1.087
14 H 0.4514 4.3654 2.0677  S4 1.339
15 H -2.3729 0.2723 -1.8574  N6 1.009
16 H -1.2866 1.5637 -1.6933  N6 1.001
17 H -0.7153 -2.4985 2.2316  O19 0.975
18 H -2.1963 -2.1874 2.2969  O19 0.939
19 O -1.4053 -2.1033 2.7956  H17 0.975, H18 0.939
20 H 3.7087 -2.2964 -0.4024  O22 0.969
21 H 4.2577 -2.4878 1.0649  O22 0.959
22 O 3.6546 -1.9856 0.5133  H20 0.969, H21 0.959
23 H -0.5224 -1.8472 -5.3324  O25 0.965
24 H 0.6927 -1.6442 -4.4574  O25 0.967
25 O -0.0581 -1.1648 -4.8330  H23 0.965, H24 0.967
26 H -0.2852 -4.1099 -2.1306  O28 0.961
27 H 0.0806 -2.6008 -2.3591  O28 0.962
28 O 0.4050 -3.4477 -2.0386  H26 0.961, H27 0.962
29 H -2.3284 3.7063 -1.8952  O31 0.965
30 H -1.4568 4.9959 -2.0812  O31 0.961
31 O -1.6267 4.2433 -1.5075  H29 0.965, H30 0.961
32 H 3.4799 1.2788 0.0659  O34 0.961
33 H 3.2643 -0.1369 0.2372  O34 0.977
34 O 2.7417 0.6883 0.2376  H32 0.961, H33 0.977
35 H 0.1874 -0.2379 4.6259  O37 0.963
36 H -0.5499 -1.1025 5.6025  O37 0.958
37 O -0.1254 -0.2466 5.5371  H35 0.963, H36 0.958
38 H -4.3479 0.1871 -0.1250  O40 0.967
39 H -3.7021 -0.9063 0.5942  O40 0.981
40 O -4.5974 -0.5195 0.4860  H38 0.967, H39 0.981
41 H 1.3807 -2.2129 3.7292  O43 0.968
42 H 2.1827 -1.0350 3.9997  O43 0.963
43 O 1.5676 -1.3509 3.3299  H41 0.968, H42 0.963
44 H -1.1038 0.9174 -4.3203  O46 0.966
45 H -0.6867 2.4360 -4.4032  O46 0.965
46 O -0.8415 1.6930 -3.8078  H44 0.966, H45 0.965
47 H 2.2592 -0.2578 -2.5283  O49 0.980
48 H 3.1137 -1.2207 -3.1819  O49 0.953
49 O 2.2120 -1.1720 -2.8789  H47 0.980, H48 0.953
50 H 0.8671 1.0936 -3.1414  O52 0.961
51 H 2.0733 2.0910 -2.8784  O52 0.958
52 O 1.7658 1.1854 -2.8148  H50 0.961, H51 0.958
53 H -3.0175 0.8723 3.7505  O55 0.969
54 H -3.5541 0.5831 2.4062  O55 0.969
55 O -2.7595 0.9532 2.8196  H53 0.969, H54 0.969
56 H 1.8269 -2.3895 0.8268  O58 0.965
57 H 0.8155 -2.6838 -0.3994  O58 0.972
58 O 0.9398 -2.6631 0.5643  H56 0.965, H57 0.972

natural (NBO) atomic charge list, values in e, 8 entries: N -0.714; C -0.203; C -0.523; S -0.072; C 0.692; N -0.807; O -0.665; H 0.486